The following is a DFT calculation (ωB97M-V/def2-TZVPD) of a molecular structure, C10H26AlBr3O10S3.

```
53
Properties=species:S:1:pos:R:3
O 2.816 -1.830 6.961
O 4.717 2.004 -8.537
C 4.428 -2.349 8.702
S 5.003 1.823 -6.889
H 4.513 -2.552 9.770
H 3.469 3.103 -5.394
C 6.732 1.442 -9.695
C -6.615 -1.031 1.940
O -5.598 -2.927 0.340
O 0.311 -2.111 7.207
C 1.448 0.169 6.094
O -7.942 -3.346 1.235
H 0.547 0.431 5.539
S 1.338 -1.705 6.240
H 4.754 4.158 -5.958
Al 1.067 -3.963 -1.856
O 4.278 0.641 -6.408
H 3.416 3.685 -7.080
H 2.281 -2.405 8.885
H -0.112 5.661 -0.063
H -6.020 -0.206 1.549
H -7.723 -4.701 -0.391
C 5.757 2.592 -9.279
C -8.321 -4.463 0.489
H -9.950 -5.207 -0.569
H 4.535 -3.314 8.207
H 6.237 0.610 -10.195
O -7.640 -1.566 -0.457
O -0.294 0.776 -0.790
H 5.115 2.955 -10.082
H 7.231 1.128 -8.778
H 6.455 3.341 -8.906
H 2.906 -0.773 8.822
C 4.068 3.369 -6.266
S -6.917 -2.279 0.589
Br -1.791 7.246 1.318
C 3.014 -1.768 8.390
H -1.194 1.095 -0.998
Br 1.378 6.658 1.666
C -9.766 -4.339 0.063
H 5.288 -1.822 8.289
H -10.517 -4.430 0.848
H -9.995 -3.432 -0.496
O 6.391 1.989 -6.672
H -7.480 -0.454 2.267
C -0.128 6.647 0.402
H 1.482 0.681 7.055
H 2.335 0.286 5.471
H -6.218 -1.488 2.847
Br 0.275 7.910 -1.111
H -8.264 -5.296 1.189
O 1.432 -2.363 4.947
H 7.467 1.718 -10.451
```

For the energy relative to the best compared isomer or geometry (same formula, charge and spin), the calculation gives 4.437 eV. Its total charge is +2.

Atom charges from the natural (NBO) analysis, given in e for atoms 1 to 5:
1. O -0.72
2. O -0.66
3. C -0.63
4. S 2.30
5. H 0.23

The following is a DFT calculation (ωB97M-V/def2-TZVPD) of 2 unconnected molecules or ions with the total composition C10H26BFNOS.

```
41
Properties=species:S:1:pos:R:3
H -4.450 0.590 1.376
H 1.548 1.344 -4.094
H -2.085 -1.150 0.685
H 0.069 0.235 4.609
C 1.922 2.671 -1.115
H 0.418 -0.437 -5.398
H 2.597 2.801 -1.962
H -1.611 0.105 4.032
B -0.392 -1.692 3.629
C 1.931 0.320 -4.053
H -0.340 0.109 1.544
H -0.015 -0.596 -3.697
C 0.944 1.525 -1.344
H 2.523 2.498 -0.219
H -2.793 1.003 0.690
H -3.009 0.698 2.475
H 0.261 1.474 -0.489
C -3.044 -1.110 1.228
H 1.544 -1.968 3.759
H 2.994 -0.968 -2.700
C -3.360 0.437 1.458
H 1.186 -1.684 -4.413
H 3.421 0.719 -2.561
H 0.860 -0.612 -1.555
C -0.046 0.657 2.466
C 0.815 -0.656 -4.405
S -1.697 -2.829 2.799
H 2.707 0.254 -4.821
H 1.063 0.700 2.541
N -3.060 -1.870 2.524
O 0.742 -2.293 4.188
H 1.380 3.610 -0.980
H 2.200 -0.048 -0.583
C 1.629 0.166 -1.495
H -3.834 -2.540 2.520
H 0.324 1.740 -2.218
H -3.892 -1.499 0.623
F -1.016 -3.326 1.399
H -0.449 1.687 2.498
C -0.556 -0.110 3.753
C 2.572 0.043 -2.694
```

Its total charge is +1.

Atom charges from the natural (NBO) analysis, given in e for atoms 1 to 5:
1. H 0.23
2. H 0.19
3. H 0.22
4. H 0.27
5. C -0.61

Respective electronic energy values: -10306.9868 -1049.2375 a.u..
Respective LUMO energy values: -12.682 -5.696 eV.
Respective E_HOMO values: -14.012 -13.096 eV.